(1)
{
  "formula": "C5H9N",
  "method": "wB97M-V/def2-TZVPD",
  "symbols": ["N", "C", "C", "C", "C", "C", "H", "H", "H", "H", "H", "H", "H", "H", "H"],
  "positions_angstrom": [[1.58046, -0.46895, -1.85431], [1.91535, 0.24185, -0.55044], [-2.28091, -0.71363, 0.97125], [-1.55029, 0.39277, 1.14179], [-0.24772, 0.73042, 0.55218], [0.75928, -0.10326, 0.25130], [0.90027, -1.19292, -1.72468], [1.05239, 0.14139, -2.51318], [1.92727, 1.42161, -0.69360], [2.83192, -0.10077, -0.22911], [-3.20717, -0.62001, 1.55502], [-2.28567, -1.73305, 0.55318], [-1.93410, 1.36745, 1.63095], [-0.28839, 1.87034, 0.17055], [0.82730, -1.23324, 0.73909]],
  "forces_ev_per_angstrom": [[0.5012, 1.4936, -1.3551], [-2.5529, 2.4433, -3.0076], [-1.9033, 0.3663, 1.9033], [0.5864, 1.2236, -0.4078], [-0.2179, 1.3922, -1.3749], [-0.5587, -1.8956, 3.5169], [-0.0937, -0.6156, 0.6354], [0.8568, -0.1609, 0.8389], [0.2244, -2.4970, 0.0450], [1.9425, -0.6464, 0.8626], [-0.0114, -0.1398, -0.3281], [1.2623, 0.9461, -0.3335], [-0.1014, -2.1907, -0.3847], [0.7345, -2.6508, 0.7591], [-0.6688, 2.9317, -1.3695]],
  "mulliken_charge": [-0.67, -0.38, -0.69, -0.29, -0.02, -0.14, 0.26, 0.27, 0.25, 0.27, 0.23, 0.30, 0.22, 0.14, 0.25],
  "lumo_ev": 0.903,
  "charge": 0,
  "mol_weight_g_mol": 83.13,
  "homo_energy_ev": -8.525,
  "smiles": "C=C/C=C/CN",
  "orbital_gap_ev": 9.4280
}



(2)
{
  "formula": "C5H9N",
  "method": "wB97M-V/def2-TZVPD",
  "symbols": ["C", "C", "C", "C", "C", "N", "H", "H", "H", "H", "H", "H", "H", "H", "H"],
  "positions_angstrom": [[-0.59257, -1.06242, 0.68359], [-0.78436, -2.34787, -0.00933], [1.75570, -0.33018, -0.05431], [-0.29956, 1.15051, -0.32125], [0.37318, 0.02552, 0.57683], [-1.45897, -1.77231, 1.21718], [-1.46910, -2.45627, -0.84842], [0.01275, -3.15550, 0.04708], [1.66646, -0.80068, -0.96509], [2.38154, -0.89475, 0.71742], [2.28585, 0.60752, -0.14955], [-1.24987, 1.00077, -0.05158], [-0.01256, 0.93751, -1.32533], [0.00130, 2.15878, -0.03198], [0.40681, 0.40106, 1.63163]],
  "forces_ev_per_angstrom": [[1.2489, -2.0546, -2.2756], [0.4765, -0.6183, -0.5351], [0.2009, 0.5730, 4.6816], [3.6606, -0.4704, 1.2833], [0.0738, 2.0887, 0.5610], [-0.1990, 0.0426, 1.3402], [0.2924, 0.1550, -0.0756], [-1.2172, 0.9019, 0.4218], [-0.1994, -1.2383, -1.9193], [-0.8058, 0.2295, -1.3419], [0.0914, 0.3028, -0.3199], [-4.1374, 0.1654, -0.0830], [-0.4045, 0.0270, -0.8836], [0.2238, -0.1919, -0.0452], [0.6950, 0.0876, -0.8088]],
  "mulliken_charge": [0.20, -0.46, -1.51, -1.43, 0.72, -0.60, 0.21, 0.21, 0.44, 0.32, 0.42, 0.54, 0.34, 0.32, 0.27],
  "lumo_ev": 1.031,
  "charge": 0,
  "mol_weight_g_mol": 83.13,
  "homo_energy_ev": -9.247,
  "smiles": "CC(C)C1=NC1",
  "orbital_gap_ev": 10.2784
}



(3)
{
  "formula": "C5H9N2",
  "method": "wB97M-V/def2-TZVPD",
  "symbols": ["C", "C", "C", "C", "C", "N", "N", "H", "H", "H", "H", "H", "H", "H", "H", "H"],
  "positions_angstrom": [[0.19294, 1.44846, 1.15037], [-0.69071, -1.27134, -2.49331], [1.07999, -0.87388, 0.65636], [-0.10510, -1.53566, -0.13381], [-0.31558, 2.72657, 1.29296], [0.73662, 0.46310, 0.84853], [-0.57216, -0.86877, -1.28953], [-0.29114, -2.11514, -2.90931], [-1.25407, -0.70571, -3.19093], [1.20551, -1.40942, 1.51085], [2.03733, -1.01948, -0.01850], [0.22158, -2.68706, -0.23909], [-0.85173, -1.39640, 0.76671], [-1.12392, 2.91864, 0.66813], [0.28308, 3.56074, 0.98094], [-0.55267, 2.76536, 2.39964]],
  "forces_ev_per_angstrom": [[2.9845, -3.6873, -2.6322], [-0.0992, 1.4637, 2.5773], [1.4905, -0.6160, -6.0356], [0.2929, -2.4126, 2.2530], [-0.3598, 1.2865, 2.9692], [-1.4911, 3.1171, 1.8683], [-0.8276, 0.9789, -0.4838], [1.1058, -2.7876, -0.5835], [-0.3389, 1.0478, -0.4235], [0.3996, -1.0706, 2.7400], [-1.6109, 0.9584, 1.5460], [-0.8923, 2.3349, 0.1901], [0.3240, -0.9288, -2.2871], [-2.2019, -0.3653, -0.7860], [1.3780, 0.0302, 0.2680], [-0.1535, 0.6507, -1.1804]],
  "mulliken_charge": [0.59, -0.24, -0.50, -0.47, -0.99, 0.12, -0.34, 0.27, 0.26, 0.38, 0.30, 0.34, 0.31, 0.34, 0.35, 0.29],
  "lumo_ev": -4.001,
  "charge": 1,
  "mol_weight_g_mol": 97.14,
  "homo_energy_ev": -13.136,
  "smiles": "C=NCC[N+]#CC",
  "orbital_gap_ev": 9.1350
}



(4)
{
  "formula": "C5H9N2",
  "method": "wB97M-V/def2-TZVPD",
  "symbols": ["C", "C", "C", "C", "N", "C", "N", "H", "H", "H", "H", "H", "H", "H", "H", "H"],
  "positions_angstrom": [[2.29882, 0.16719, -0.53508], [0.95954, -0.58216, -0.92474], [-0.14867, -0.20085, 0.00360], [-1.01926, 0.77820, -0.37992], [-2.16163, 0.68059, 0.38595], [-1.88496, -0.19380, 1.46646], [-0.62226, -0.58273, 1.30506], [2.90477, -0.45876, 0.14347], [1.97859, 1.08963, -0.00731], [2.76680, 0.52672, -1.44934], [1.11569, -1.69419, -0.95604], [0.81663, -0.21760, -1.92873], [-1.18560, 1.26850, -1.31077], [-3.03663, 1.09001, 0.11069], [-2.70806, -0.50213, 2.11348], [-0.07379, -1.16863, 1.96323]],
  "forces_ev_per_angstrom": [[-1.1871, 0.0248, 0.7470], [2.3748, -0.8129, 1.5696], [-0.7681, 2.0074, 0.0755], [-1.8101, -1.6702, -0.3041], [1.8062, -2.0268, 3.1227], [-1.3489, 2.5895, -2.8717], [0.7322, -1.3898, -1.2000], [0.0945, 0.5626, -0.6054], [0.4571, -0.4905, -0.1017], [0.5452, -0.4884, 0.2131], [-0.2128, 1.0302, -0.0241], [-1.1327, -0.1442, -0.1795], [0.6846, 0.2940, -0.5251], [-0.3099, 0.0606, 0.4552], [0.9407, 0.0668, 0.3389], [-0.8656, 0.3869, -0.7104]],
  "mulliken_charge": [-1.05, -0.44, 0.15, -0.35, -0.03, -0.16, -0.07, 0.30, 0.36, 0.32, 0.36, 0.29, 0.39, 0.25, 0.39, 0.28],
  "lumo_ev": -3.747,
  "charge": 1,
  "mol_weight_g_mol": 97.14,
  "homo_energy_ev": -13.867,
  "smiles": "CCc1c[nH]c[nH+]1",
  "orbital_gap_ev": 10.1209
}



(5)
{
  "formula": "C5H9N2",
  "method": "wB97M-V/def2-TZVPD",
  "symbols": ["C", "C", "C", "C", "C", "N", "N", "H", "H", "H", "H", "H", "H", "H", "H", "H"],
  "positions_angstrom": [[-0.90859, -0.84750, -0.12455], [1.59368, -0.39915, 0.56066], [1.70829, -0.95029, -0.80658], [0.38945, -0.35552, -0.29965], [-0.78647, 1.67304, -0.08831], [-0.44658, 0.59240, -0.88457], [-2.00810, -1.41801, 0.05803], [1.42778, -1.05405, 1.49602], [2.17584, 0.53178, 0.84273], [2.15438, -0.38201, -1.50359], [1.71915, -2.05519, -0.85578], [-0.45460, 1.57722, 1.06368], [-1.85130, 1.97646, -0.16928], [0.06899, 2.51899, -0.39119], [-2.14346, -2.38430, 0.55583], [-2.80922, -1.02682, -0.27982]],
  "forces_ev_per_angstrom": [[1.8180, 2.9359, -2.3455], [1.0192, 0.6570, 3.1097], [-2.3192, -3.4707, 3.1083], [1.6807, -1.5110, 0.3993], [2.5693, 4.1708, 3.2279], [-2.3790, -3.5115, -0.3664], [1.4546, -3.8183, 2.4118], [0.6681, 0.8117, -1.8524], [-1.0834, -1.0145, -0.6152], [1.5453, 1.7528, -2.4464], [0.1804, 0.8898, -0.4525], [-1.1259, -0.1767, -2.1845], [1.0018, 0.1991, -0.1636], [-2.7963, -1.5950, 0.4076], [0.6284, 2.2639, -1.1326], [-2.8619, 1.4166, -1.1055]],
  "mulliken_charge": [0.25, -0.39, -0.65, 0.67, -0.82, -0.35, -0.25, 0.22, 0.27, 0.30, 0.25, 0.29, 0.31, 0.31, 0.33, 0.28],
  "lumo_ev": -4.524,
  "charge": 1,
  "mol_weight_g_mol": 97.14,
  "homo_energy_ev": -14.066,
  "smiles": "CN1C(=[NH2+])C12CC2",
  "orbital_gap_ev": 9.5416
}



(6)
{
  "formula": "C5H9N2",
  "method": "wB97M-V/def2-TZVPD",
  "symbols": ["C", "C", "C", "C", "C", "N", "N", "H", "H", "H", "H", "H", "H", "H", "H", "H"],
  "positions_angstrom": [[1.68724, -0.62729, -0.10707], [0.44918, -1.60547, 1.44532], [-0.62115, 0.39278, 0.11045], [0.77409, -1.84074, 0.03251], [-1.36684, 2.16437, -1.15625], [-0.35849, 1.38761, -0.56863], [0.33816, -0.51001, 0.53668], [2.44405, -0.61085, 0.68372], [1.74020, 0.06412, -0.90225], [-0.42244, -2.01547, 2.10974], [1.28177, -1.43806, 2.17625], [0.47913, -2.45238, -0.87051], [-1.68508, -0.11180, 0.15569], [-1.30465, 2.11884, -2.18228], [-2.32113, 1.92021, -0.65201], [-1.11402, 3.16415, -0.81136]],
  "forces_ev_per_angstrom": [[-0.5252, -1.1514, 3.0352], [-0.3298, -1.5271, 3.9693], [-4.7764, -1.3453, -1.0466], [0.9929, 0.1880, -2.3966], [-1.1207, 1.1542, 3.5032], [2.4721, -1.0878, 0.4063], [1.7024, 0.4618, -0.6271], [0.1414, 0.3720, -0.6137], [0.2263, 0.0048, -1.3459], [1.0614, 0.7883, -2.2771], [-0.4126, -0.3106, -0.8552], [-0.4922, 0.8062, 1.6138], [1.6288, 1.2751, 0.4291], [-0.2070, -0.1511, -2.2901], [-0.1209, 0.0763, -1.0265], [-0.2404, 0.4467, -0.4780]],
  "mulliken_charge": [-0.37, -0.30, -0.02, -0.02, -0.74, -0.29, 0.23, 0.22, 0.32, 0.28, 0.22, 0.30, 0.24, 0.29, 0.35, 0.29],
  "lumo_ev": -3.532,
  "charge": 1,
  "mol_weight_g_mol": 97.14,
  "homo_energy_ev": -14.526,
  "smiles": "C/N=C/[N@+]12C[C@@H]1C2",
  "orbital_gap_ev": 10.9946
}



(7)
{
  "formula": "C5H9N2",
  "method": "wB97M-V/def2-TZVPD",
  "symbols": ["C", "C", "C", "C", "C", "N", "N", "H", "H", "H", "H", "H", "H", "H", "H", "H"],
  "positions_angstrom": [[1.12978, -0.06854, -0.64870], [-0.20924, 0.08377, 0.13844], [2.38207, 0.23645, -0.23591], [3.58056, 0.42242, 0.19669], [-1.49690, 0.28094, -0.46060], [-2.51595, 0.95355, 0.15263], [-0.90525, -1.21140, 0.05157], [0.99744, -0.49270, -1.57596], [0.09543, 0.27505, 1.16209], [4.02814, -0.26865, 0.97756], [4.13838, 1.42567, 0.00013], [-1.69016, 0.22897, -1.56996], [-2.39266, 1.46178, 0.92940], [-3.40956, 1.07085, -0.33178], [-0.45592, -1.81364, -0.63422], [-1.30648, -1.45518, 0.94636]],
  "forces_ev_per_angstrom": [[-6.6877, 0.0415, 0.1934], [4.8658, -1.1525, -0.2817], [5.1945, 1.6725, 1.8075], [0.2736, 0.9136, 0.9727], [-1.8125, 1.6485, -1.6005], [-0.5603, -2.7931, -3.6902], [-1.3308, 0.4725, 0.2128], [-0.3254, -0.3996, -2.4647], [-0.8627, 0.8369, 0.1362], [-0.1761, 0.9327, -0.4626], [-0.2827, -1.9201, -0.1671], [0.9384, -0.3214, 1.2604], [0.6670, 1.9976, 3.4353], [0.7034, -0.2103, 0.3278], [-0.6018, -0.5992, 0.5708], [-0.0027, -1.1195, -0.2502]],
  "mulliken_spin": [0.68, 0.10, 0.91, -0.02, 0.02, 0.00, 0.09, 0.05, -0.01, 0.10, 0.11, 0.00, 0.00, 0.00, -0.02, -0.02],
  "lumo_ev": [-2.981, -6.326],
  "charge": 1,
  "mol_weight_g_mol": 97.14,
  "multiplicity": 3,
  "homo_energy_ev": [-9.272, -13.637],
  "orbital_gap_ev": [6.2904, 7.3107]
}



(8)
{
  "formula": "C5H9N2O",
  "method": "wB97M-V/def2-TZVPD",
  "symbols": ["C", "C", "C", "C", "C", "N", "N", "O", "H", "H", "H", "H", "H", "H", "H", "H", "H"],
  "positions_angstrom": [[-0.03684, 0.16352, -0.50212], [0.46799, -0.39290, 1.57308], [1.09324, 0.36971, 0.56187], [-1.25499, 0.37048, 0.22370], [2.48140, -0.14875, 0.17037], [0.28146, -0.34664, -1.60520], [-2.52933, 0.02908, -0.46818], [0.22711, -1.14322, 2.39828], [1.14276, 1.43072, 0.81912], [-1.36332, 1.25340, 0.83441], [3.22409, 0.13207, 0.91133], [2.73534, 0.29407, -0.78867], [2.47610, -1.22747, 0.04949], [-0.43645, -0.58722, -2.27738], [-3.30304, 0.02302, 0.20676], [-2.44277, -0.91132, -0.87939], [-2.76275, 0.69146, -1.22747]],
  "forces_ev_per_angstrom": [[-0.5664, 0.1105, 0.3399], [-1.4156, -1.3856, 1.7235], [0.7137, 0.5652, -1.3001], [0.2422, -0.1101, 0.2442], [0.0491, -0.0594, 0.0583], [0.6472, -0.3180, -0.4245], [0.2296, 0.0667, -0.1852], [0.6572, 0.8813, -0.8173], [-0.1626, -0.0346, 0.2672], [-0.0322, 0.1861, -0.0529], [0.0126, 0.0210, 0.0555], [-0.0279, 0.0257, -0.0168], [-0.0188, -0.0530, -0.0321], [-0.2773, 0.1925, 0.0503], [0.1843, -0.0716, -0.2633], [-0.1958, 0.2869, 0.1193], [-0.0395, -0.3037, 0.2341]],
  "mulliken_charge": [0.63, 0.29, 0.57, -1.08, -1.46, -0.62, -0.26, -0.20, 0.32, 0.36, 0.43, 0.37, 0.35, 0.22, 0.37, 0.37, 0.35],
  "lumo_ev": -3.899,
  "charge": 1,
  "mol_weight_g_mol": 113.14,
  "homo_energy_ev": -12.503,
  "orbital_gap_ev": 8.6034
}



Record order is preserved below.
ΔE to the lowest compared entry with this formula, charge and spin: 3.0296 2.7792 4.5574 1.8496 6.5756 5.7217 3.3492 3.5927 eV
Record order is preserved below.
Max |F|: 4.640 4.721 6.247 4.138 5.867 5.071 6.691 2.626 eV Å⁻¹
Record order is preserved below.
Calculated total energy: -6817.965 -6818.216 -8301.175 -8303.883 -8299.157 -8300.011 -8296.806 -10349.028 eV